The following is a DFT calculation (ωB97M-V/def2-TZVPD) of a gas-phase ion, C2H9N4O (charge +1) in a non-equilibrium geometry.

E_HOMO: -0.52120 Ha
HOMO-LUMO gap: 10.99 eV
Net charge: +1
Calculated total energy: -375.60181 Ha
Energy above the lowest of the compared OMol25 structures with the same formula, charge and spin: 251.3 kJ/mol
Multiplicity: 1

Each line ends with the Löwdin charge.
Cartesian coordinates (Å):
N (-0.780, -2.326, 0.765)  0.166
C (-0.538, -0.936, 0.765)  -0.370
N (-0.944, -0.162, 1.793)  0.213
N (0.084, -0.380, -0.290)  0.104
C (0.507, 1.005, -0.448)  -0.314
N (1.127, 1.106, -2.101)  0.059
O (-0.473, 1.991, -0.314)  0.018
H (-0.840, -2.954, 1.581)  0.139
H (-0.111, -2.660, 0.005)  0.145
H (-1.346, -0.816, 2.482)  0.141
H (-0.923, 0.856, 1.982)  0.156
H (0.411, -0.981, -1.016)  0.139
H (1.424, 1.097, 0.233)  0.170
H (2.066, 0.710, -2.184)  0.048
H (1.150, 2.172, -2.096)  0.080
H (-0.813, 2.277, -1.158)  0.106

Atoms 1-2, force components in eV/Å:
N 2.37 1.68 -2.24
C -0.07 0.74 0.72

=====

The following is a DFT calculation (ωB97M-V/def2-TZVPD) of a gas-phase ion, C2H9N4O (charge +1) in a non-equilibrium geometry.

<S²>: 2.01
E_HOMO (spin up / spin down): -0.40380 / -0.51688 Ha
HOMO-LUMO gap (spin up / spin down): 7.80 / 9.43 eV
Net charge: +1
Calculated total energy: -375.35951 Ha
Energy above the lowest of the compared OMol25 structures with the same formula, charge and spin: 170.3 kJ/mol
Multiplicity: 3

Each line ends with the Löwdin charge.
Cartesian coordinates (Å):
C (-0.466, -0.649, -0.246)  -0.194
C (3.142, 0.248, -0.195)  -0.050
N (1.139, -0.686, 0.220)  0.057
N (-1.211, -1.711, 0.434)  0.248
N (-1.072, 0.500, -0.581)  -0.034
N (-2.412, 0.530, -0.202)  0.025
O (1.712, 0.452, -0.050)  -0.204
H (3.778, 0.378, 0.667)  0.074
H (3.345, 1.032, -1.025)  0.125
H (3.480, -0.816, -0.565)  0.126
H (-2.147, -1.266, 0.448)  0.147
H (-1.130, -2.620, 0.048)  0.164
H (-0.632, 1.404, -0.634)  0.155
H (-3.071, 0.950, -0.831)  0.110
H (-2.426, 1.224, 0.558)  0.124
H (-0.966, -1.651, 1.363)  0.127

Atoms 1-2, force components in eV/Å:
C 5.10 -1.04 -0.62
C 1.55 -0.24 -3.10

=====

The following is a DFT calculation (ωB97M-V/def2-TZVPD) of a single C2H9N5 molecule in a non-equilibrium geometry.

E_HOMO: -0.33559 Ha
HOMO-LUMO gap: 10.06 eV
Net charge: 0
Calculated total energy: -355.28954 Ha
Energy above the lowest of the compared OMol25 structures with the same formula, charge and spin: 287.0 kJ/mol
Multiplicity: 1

Each line ends with the Löwdin charge.
Cartesian coordinates (Å):
H (0.785, 2.558, -0.172)  0.027
N (1.263, 1.762, 0.207)  0.122
C (0.666, 0.653, 0.009)  -0.505
N (1.139, -0.525, 0.636)  -0.062
N (1.265, -1.724, -0.123)  -0.015
N (-0.397, 0.447, -0.919)  -0.035
N (-1.479, -0.304, -0.577)  -0.155
C (-2.103, -0.032, 0.732)  -0.127
H (1.958, -0.321, 1.121)  0.087
H (1.680, -1.439, -1.101)  0.128
H (0.320, -2.177, -0.253)  0.071
H (-0.606, 1.367, -1.305)  0.125
H (-1.161, -1.264, -0.563)  0.065
H (-1.305, 0.068, 1.563)  0.082
H (-2.702, -0.984, 0.964)  0.088
H (-2.874, 0.878, 0.722)  0.105

Atoms 1-2, force components in eV/Å:
H -0.36 0.30 -0.25
N 0.26 -0.91 0.49

=====

The following is a DFT calculation (ωB97M-V/def2-TZVPD) of 2 unconnected molecules or ions with the total composition C2H9N5O in a non-equilibrium geometry.

E_HOMO (spin up / spin down): -0.32247 / -0.26381 Ha
HOMO-LUMO gap (spin up / spin down): 9.23 / 6.38 eV
Net charge: 0
Calculated total energy: -430.41909 Ha
Energy above the lowest of the compared OMol25 structures with the same formula, charge and spin: 695.6 kJ/mol
Multiplicity: 1

Each line ends with the Löwdin charge.
Cartesian coordinates (Å):
C (-0.353, -1.746, -1.896)  -0.158
N (-1.333, -0.679, -1.883)  -0.097
N (1.744, 1.089, 0.458)  -0.029
C (0.576, 0.530, 1.072)  -0.594
N (-2.217, -0.823, -0.974)  -0.046
N (0.652, 0.535, 2.459)  0.115
O (2.155, 2.347, 1.010)  -0.076
N (-0.341, 0.056, 0.349)  0.110
H (1.430, 2.978, 0.863)  0.095
H (1.571, 1.199, -0.536)  0.113
H (-2.908, -0.077, -0.990)  0.099
H (-1.760, -0.916, 0.048)  0.094
H (1.326, 1.165, 2.867)  0.080
H (-0.223, 0.397, 2.937)  0.086
H (-0.214, -2.227, -0.923)  0.064
H (0.595, -1.337, -2.237)  0.067
H (-0.700, -2.491, -2.624)  0.079

Atoms 1-2, force components in eV/Å:
C 0.05 0.07 0.13
N 0.10 0.07 -0.31

=====

The following is a DFT calculation (ωB97M-V/def2-TZVPD) of 2 unconnected molecules or ions with the total composition C2H9N6 in a non-equilibrium geometry.

E_HOMO: -0.53214 Ha
HOMO-LUMO gap: 11.33 eV
Net charge: +1
Calculated total energy: -409.76480 Ha
Energy above the lowest of the compared OMol25 structures with the same formula, charge and spin: 176.6 kJ/mol
Multiplicity: 1

Each line ends with the Löwdin charge.
Cartesian coordinates (Å):
C (0.216, 0.038, 0.265)  0.000
C (2.080, 1.029, 1.596)  -0.003
N (-0.068, 2.091, 1.084)  0.065
N (-1.143, 1.833, 0.513)  0.084
N (0.806, 1.087, 0.959)  -0.171
N (-0.994, 0.583, -0.031)  -0.198
N (-0.328, -2.171, -1.344)  0.175
N (-2.025, -0.112, -0.751)  0.091
H (0.388, -1.424, -0.819)  0.106
H (1.904, 1.473, 2.605)  0.128
H (2.659, 0.165, 1.519)  0.087
H (2.598, 1.744, 1.091)  0.063
H (0.138, -2.059, -2.246)  0.125
H (-0.134, -3.129, -1.086)  0.128
H (-1.171, -1.555, -1.177)  0.062
H (-2.952, 0.074, -0.459)  0.104
H (-1.974, 0.335, -1.718)  0.154

Atoms 1-2, force components in eV/Å:
C 0.35 1.32 -0.04
C -1.45 2.43 2.30

=====

The following is a DFT calculation (ωB97M-V/def2-TZVPD) of a single C2H9N7 molecule in a non-equilibrium geometry.

E_HOMO: -0.31879 Ha
HOMO-LUMO gap: 9.34 eV
Net charge: 0
Calculated total energy: -464.75612 Ha
Energy above the lowest of the compared OMol25 structures with the same formula, charge and spin: 86.3 kJ/mol
Multiplicity: 1

Each line ends with the Löwdin charge.
Cartesian coordinates (Å):
H (-0.913, -1.560, 1.469)  -0.002
N (-1.482, -1.003, 2.094)  0.100
C (-1.195, 0.219, 1.894)  -0.253
N (-0.399, 0.728, 0.827)  -0.125
N (-0.444, 2.138, 0.676)  0.020
C (0.034, -0.041, -0.305)  -0.392
N (-0.038, -1.312, -0.310)  -0.004
N (0.491, -1.963, -1.526)  -0.018
N (0.712, 0.740, -1.246)  -0.114
N (2.019, 0.378, -1.596)  -0.064
H (-1.657, 0.934, 2.531)  0.092
H (-0.112, 2.608, 1.572)  0.123
H (-1.455, 2.387, 0.522)  0.112
H (0.067, -2.938, -1.468)  0.101
H (0.030, -1.505, -2.281)  0.043
H (0.621, 1.771, -1.077)  0.114
H (2.423, -0.351, -0.753)  0.156
H (1.952, -0.353, -2.475)  0.111

Atoms 1-2, force components in eV/Å:
H -0.22 -0.48 -0.39
N 0.62 0.86 0.54

=====

The following is a DFT calculation (ωB97M-V/def2-TZVPD) of a molecular structure, C2H9NO in a non-equilibrium geometry.

E_HOMO: -0.35507 Ha
HOMO-LUMO gap: 10.32 eV
Net charge: 0
Calculated total energy: -211.46274 Ha
Energy above the lowest of the compared OMol25 structures with the same formula, charge and spin: 321.2 kJ/mol
Multiplicity: 1

Each line ends with the Löwdin charge.
Cartesian coordinates (Å):
C (2.036, 0.064, -0.235)  -0.286
C (-1.347, -0.048, -0.491)  -0.306
H (1.188, -0.074, 1.417)  0.079
H (3.066, 0.350, -0.848)  0.123
H (1.769, -1.001, -0.666)  0.079
H (1.068, 0.667, -0.725)  0.086
H (-2.510, 0.838, 1.104)  0.199
H (-1.757, -0.769, 1.327)  0.045
H (-0.631, -0.927, -0.801)  0.079
H (-2.435, -0.350, -1.079)  0.114
H (-1.103, 0.817, -1.087)  0.028
N (-1.392, 0.153, 0.984)  -0.119
O (2.048, 0.282, 1.100)  -0.122

Atoms 1-2, force components in eV/Å:
C -1.21 0.39 -5.88
C -1.99 -2.72 -2.39

=====

The following is a DFT calculation (ωB97M-V/def2-TZVPD) of 2 unconnected molecules or ions with the total composition C2H9NO in a non-equilibrium geometry.

E_HOMO: -0.35086 Ha
HOMO-LUMO gap: 10.38 eV
Net charge: 0
Calculated total energy: -211.49566 Ha
Energy above the lowest of the compared OMol25 structures with the same formula, charge and spin: 234.8 kJ/mol
Multiplicity: 1

Each line ends with the Löwdin charge.
Cartesian coordinates (Å):
C (-1.280, 0.713, -1.194)  -0.226
N (0.117, 0.637, -1.457)  -0.122
H (-1.170, 1.585, -0.494)  0.099
H (-1.848, 1.129, -2.015)  0.062
H (-1.811, -0.088, -0.999)  0.018
H (0.292, -0.383, -2.023)  0.156
H (0.479, 1.423, -2.042)  0.080
C (0.711, -0.864, 1.979)  -0.244
O (1.805, -0.979, 1.122)  -0.173
H (1.114, -1.305, 2.916)  0.074
H (0.490, 0.179, 2.227)  0.071
H (-0.205, -1.535, 1.673)  0.107
H (1.306, -0.513, 0.309)  0.100

Atoms 1-2, force components in eV/Å:
C 1.91 7.15 -0.86
N 2.67 -5.12 -2.88